Entry from OMol25: a 13-piece molecular cluster, C30H70N4O9S9 overall (ωB97M-V with the def2-TZVPD basis set).

XYZ file:
```
122
Properties=species:S:1:pos:R:3:forces:R:3:lowdin_charge:R:1
C -0.08772 -7.49263 -3.07056 -0.3755 0.6353 0.7232 -0.252
S -1.32681 -8.21788 -1.86478 -0.5338 0.5934 -1.1592 0.834
O -2.24797 -7.06318 -1.53825 0.7591 -1.2465 -0.3810 -0.583
C -2.17222 -9.30642 -3.15514 -0.5272 1.0037 0.0313 -0.257
H -0.52572 -6.54825 -3.39371 -0.7213 -0.3852 -0.5775 0.046
H 0.21609 -8.15303 -3.88277 -0.0810 0.0739 0.1901 0.045
H 0.75320 -7.05225 -2.53483 0.3174 -0.8396 0.3682 0.036
H -3.11021 -9.75084 -2.82232 0.4311 -0.3154 0.9099 0.042
H -1.50938 -10.05231 -3.59379 0.0830 0.1408 0.2089 0.045
H -2.59447 -8.64588 -3.91243 0.6515 0.3397 -0.3144 0.045
C 8.74513 0.95749 5.78255 0.5495 0.0300 -0.1071 -0.259
S 8.98305 0.60190 3.95802 -3.3126 2.0737 0.1473 0.858
O 7.55090 0.69913 3.36951 2.3094 -0.7247 0.7576 -0.609
C 9.68363 2.23245 3.49279 0.8914 -0.1799 0.8803 -0.273
H 8.12729 1.80603 6.07641 -0.2608 0.1880 -0.9415 0.054
H 9.71992 1.19054 6.21100 0.1994 -0.4290 0.0185 0.039
H 8.29032 0.09769 6.27448 0.2968 -0.2318 -0.2971 0.042
H 10.02718 2.18679 2.45935 -0.4670 0.0872 0.0109 0.048
H 10.56110 2.44969 4.10186 0.3493 -0.4118 0.0518 0.041
H 9.03520 3.06934 3.75215 -0.5882 -0.4010 -0.5187 0.060
C 2.86521 -7.59394 3.74770 -0.4411 1.3649 0.0866 -0.251
S 3.39244 -6.07184 2.82883 0.7586 1.6817 1.6145 0.829
O 3.07578 -4.85296 3.72535 -0.0259 -2.0595 -1.2878 -0.598
C 5.23637 -6.17829 2.99807 -0.6395 -0.5017 -0.9104 -0.258
H 1.80205 -7.70864 3.53645 0.1022 -0.2699 -0.5495 0.039
H 2.82043 -7.24595 4.77968 0.7386 -0.3647 0.2320 0.049
H 3.45057 -8.48564 3.52334 -0.0286 0.2139 0.1482 0.052
H 5.59996 -6.87893 2.24641 -0.0455 -0.4951 0.2171 0.038
H 5.55825 -6.44615 4.00442 -0.1396 0.2006 -0.0926 0.056
H 5.63567 -5.23398 2.62804 -0.2998 0.2568 0.5367 0.045
C -4.87845 -3.84692 -7.31549 -0.8946 0.8174 1.1295 -0.241
S -6.27779 -2.59038 -7.18496 0.7235 0.7358 -1.4303 0.829
O -6.20919 -1.64006 -8.41493 -0.3244 -2.1777 2.1087 -0.589
C -7.78322 -3.65419 -7.34486 1.2599 0.3060 -1.0555 -0.258
H -4.60433 -4.15125 -8.32561 -0.0981 0.2156 0.1814 0.056
H -5.08199 -4.66612 -6.62586 -0.5251 -0.3701 -0.4135 0.038
H -4.11938 -3.33416 -6.72472 0.4920 0.2501 -0.8010 0.029
H -7.73102 -3.98003 -8.38370 -0.5193 0.2483 -0.1764 0.046
H -8.58414 -2.94424 -7.13847 -0.1636 -0.4817 -0.0693 0.042
H -7.76933 -4.57749 -6.76568 0.0474 0.4666 0.5420 0.049
C -3.78820 -5.71007 5.37008 -0.2265 -0.2011 -0.0808 -0.262
S -3.36651 -5.93519 7.15839 -0.4825 -0.8342 -0.5746 0.833
O -2.65770 -7.27221 7.28178 -1.0197 1.3995 -0.1358 -0.580
C -5.15630 -6.20140 7.68746 1.3239 -0.5568 0.3746 -0.250
H -3.19943 -4.94604 4.86245 0.1167 0.0077 0.3537 0.039
H -4.84949 -5.48792 5.25869 0.0713 0.2642 0.1508 0.036
H -3.63536 -6.65538 4.84935 0.2256 -0.1525 0.2943 0.053
H -5.60214 -6.90642 6.98583 -0.0932 0.1067 0.1277 0.048
H -5.75912 -5.31396 7.88022 0.3123 0.1945 -0.4978 0.049
H -4.98926 -6.67370 8.65551 -0.2201 -0.2299 -0.0254 0.035
C -1.88285 8.05613 3.45077 -0.2768 -0.0911 -0.9981 -0.244
S -2.88873 7.96439 1.90073 0.0229 0.1596 0.4365 0.801
O -1.93814 8.60171 0.94002 -0.2812 -0.4297 -0.1025 -0.574
C -2.82674 6.15105 1.62660 1.1298 0.2234 0.4851 -0.261
H -1.70717 9.12413 3.57970 -0.1468 -0.0655 0.0445 0.045
H -0.96042 7.61120 3.07758 0.1540 -0.1322 0.5504 0.041
H -2.30652 7.61203 4.35152 0.0283 -0.1492 -0.2245 0.052
H -3.38617 5.57200 2.36134 -0.4674 0.2907 -0.1816 0.052
H -1.78551 5.88535 1.80925 0.1917 -0.0483 -0.2194 0.039
H -3.05391 5.90611 0.58906 -0.3266 0.2193 0.1907 0.051
C 0.05009 7.09435 -5.73864 0.0434 -0.0648 -0.4035 -0.275
S 1.33461 6.35798 -6.82647 0.4400 -2.0603 2.0280 0.839
O 2.43875 5.87051 -5.89401 -0.9739 0.8501 -1.1136 -0.589
C 0.38136 4.81211 -7.15788 0.1791 0.3290 0.2957 -0.260
H 0.62247 7.84479 -5.19338 -0.4612 0.4882 -0.3354 0.045
H -0.49098 6.50720 -4.99661 0.7117 -0.8298 -0.0365 0.054
H -0.75745 7.40695 -6.40066 0.2691 0.8725 -0.0530 0.046
H 0.01574 4.51902 -6.17375 -0.4011 0.1077 -0.1691 0.043
H 1.00705 3.97392 -7.46454 0.3448 0.4991 -0.3754 0.050
H -0.38873 5.02946 -7.89803 -0.1564 -0.1840 0.1848 0.046
C 5.14161 -1.26813 -5.00219 0.6284 -0.8374 0.2532 -0.253
S 6.72527 -2.11920 -4.53402 1.6766 3.0464 -0.2070 0.839
O 7.81314 -1.00972 -4.79727 -2.0463 -2.4532 0.4018 -0.606
C 6.58001 -2.09259 -2.69746 -0.4942 0.1807 -0.8994 -0.262
H 4.32354 -1.85181 -4.58007 -0.1258 0.2437 0.1143 0.042
H 5.06938 -1.31976 -6.08857 0.1843 0.0052 0.0634 0.041
H 5.17747 -0.22627 -4.68386 0.0149 -0.1876 0.1910 0.057
H 7.47496 -2.55981 -2.28651 -0.0559 0.1863 -0.1304 0.046
H 5.68381 -2.62157 -2.37325 0.0247 -0.0616 -0.0234 0.043
H 6.50080 -1.03022 -2.46683 0.1864 -0.1075 0.2484 0.052
C -6.91283 4.26585 -5.11257 -1.3991 0.5350 -1.4339 -0.267
S -8.29811 4.33520 -3.91417 -1.2437 2.0924 0.2289 0.831
O -8.87895 5.77462 -3.90721 1.3308 -2.4219 -0.2933 -0.586
C -9.54484 3.33061 -4.78940 0.4391 -0.4839 0.0747 -0.273
H -7.37020 4.50171 -6.07344 -0.3033 0.0202 -0.2096 0.040
H -6.49474 3.27387 -5.28379 0.3233 0.1333 0.7500 0.054
H -6.25254 5.12617 -5.00341 0.2947 -0.4948 0.7945 0.052
H -10.44288 3.25640 -4.17611 0.1557 0.4088 0.1531 0.048
H -9.15435 2.31430 -4.84195 0.1528 -0.0714 -0.1704 0.044
H -9.81149 3.68137 -5.78637 0.2526 0.2741 0.1004 0.058
C 3.23192 7.58148 -0.41427 -0.6711 -0.1590 -1.0151 -0.081
C 3.73815 7.89497 0.88889 0.5744 0.2457 0.7200 -0.299
N 4.21897 8.13266 1.90457 -0.1941 -0.0326 -0.0618 0.124
H 3.52049 8.32754 -1.15470 0.2670 -0.0138 0.1248 0.086
H 2.14214 7.57661 -0.43527 -0.0227 -0.1096 0.2231 0.083
H 3.58641 6.60244 -0.73664 0.0228 0.0641 0.0080 0.087
C -2.37542 0.23549 4.03676 -1.6263 -0.4038 -0.2887 -0.065
C -3.44151 0.30579 2.94549 0.4565 0.6814 -1.1338 -0.251
N -4.22214 0.38957 2.08024 1.5196 -0.2858 1.9746 0.103
H -2.95739 -0.23254 4.83071 0.4392 -0.1264 0.3918 0.066
H -2.00056 1.17960 4.43202 -0.4057 0.2259 -0.5043 0.074
H -1.50723 -0.38517 3.81507 -0.3592 -0.0802 -0.4346 0.072
N 1.29148 -0.25030 0.00479 -0.4529 -2.6183 1.0375 -0.019
C 1.61236 1.00032 -0.30671 -2.1770 1.5338 -1.7304 -0.135
C 0.59256 1.38477 -1.20345 1.1975 1.4089 0.3034 -0.121
C -0.27590 0.30772 -1.45562 0.0331 0.2844 -0.1858 -0.128
C 0.13722 -0.69523 -0.65047 1.3744 -0.6159 0.7732 -0.131
H 1.75436 -0.78305 0.72730 -0.0562 -0.0253 -0.2609 0.146
H 2.43759 1.56703 0.09857 -0.1386 -0.2453 0.0744 0.109
H 0.43295 2.40090 -1.53270 0.2756 -0.0808 -0.3550 0.081
H -1.03655 0.22832 -2.21819 -0.1705 0.2366 0.3205 0.096
H -0.22382 -1.70478 -0.52063 0.1346 0.1030 0.0478 0.104
N 2.61670 1.88044 6.49015 0.6958 -1.8266 -0.7378 -0.024
C 1.91066 1.17197 7.42649 0.0162 1.4793 -0.5611 -0.115
C 1.14342 2.15391 8.05140 -0.1702 -1.8984 1.4223 -0.140
C 1.42578 3.43050 7.54243 0.4674 -0.8168 -0.8989 -0.095
C 2.33588 3.17051 6.51908 -0.4711 2.4840 0.1041 -0.168
H 3.20724 1.45453 5.79017 -0.0505 0.1294 0.1933 0.153
H 2.10726 0.11043 7.45562 -0.5217 0.1069 0.5107 0.104
H 0.51513 1.88998 8.88925 -0.1640 0.3077 0.0066 0.085
H 0.99225 4.35966 7.88172 0.1685 -0.0577 -0.2579 0.090
H 2.77089 3.82757 5.78052 0.0343 0.0777 0.1822 0.111
```
Forces are in eV/Å.

## Properties
spin multiplicity	1
frontier orbital gap	8.118	eV
E_LUMO	-0.1	eV
strongest force on any atom	3.91	eV/Å